No. 1
47
Properties=species:S:1:pos:R:3:forces:R:3 method="wB97M-V/def2-TZVPD" homo_ev=-8.71 orbital_gap_ev=9.53 lumo_ev=0.82 total_energy_ev=-25569.9487
C 1.94303 3.96387 3.84167 0.0 -0.4 -0.2
C 1.80108 2.44701 3.73426 -0.1 0.2 0.3
O 2.72000 1.84094 2.85472 0.2 -0.2 -0.2
C 2.46630 2.07026 1.48483 0.1 0.1 -0.3
C 3.45293 1.25868 0.64682 -0.2 -0.1 0.4
C 3.51770 -0.21136 1.08040 0.2 0.2 -0.2
N 2.21289 -0.82604 1.15853 0.1 0.2 0.3
C 1.59044 -1.34910 0.07988 -0.4 -0.3 0.6
O 2.13695 -1.45645 -0.99922 0.2 0.0 -0.4
C 0.16530 -1.82382 0.37451 -0.1 -0.1 -0.1
C -0.42369 -2.58966 -0.81281 0.2 0.2 -0.1
C -0.70310 -1.66350 -2.00258 0.1 -0.4 -0.1
N -1.54980 -0.54350 -1.62668 -0.1 0.2 0.0
C -2.92926 -0.69119 -1.57847 0.1 0.0 -0.2
O -3.59197 -0.37080 -0.60705 -0.2 0.2 0.3
N -3.50246 -1.19461 -2.71660 -0.1 -0.1 0.0
C -4.91858 -1.47807 -2.68904 -0.1 -0.1 0.2
C -2.94968 -1.00401 -4.03611 0.1 0.0 -0.1
C -0.97204 0.21880 -0.53495 -0.2 0.2 0.3
C -0.75311 -0.64168 0.70937 0.0 0.0 -0.1
H 1.64168 4.45403 2.91925 0.0 0.1 0.0
H 1.31236 4.32915 4.64729 -0.1 0.1 0.1
H 2.97674 4.22313 4.05609 0.1 0.1 0.0
H 2.00773 1.98991 4.70607 -0.1 0.0 -0.1
H 0.77096 2.19193 3.43676 0.1 0.0 0.1
H 1.43110 1.77560 1.24599 0.1 0.0 0.0
H 2.57482 3.13537 1.23781 -0.1 -0.1 0.0
H 4.45048 1.68638 0.74453 0.1 0.1 -0.1
H 3.14634 1.31829 -0.39797 0.0 0.0 -0.1
H 4.10356 -0.77302 0.34917 0.0 0.0 0.2
H 3.98574 -0.28111 2.06273 0.0 -0.1 -0.1
H 1.70236 -0.69053 2.01546 -0.1 -0.1 -0.1
H 0.22207 -2.49375 1.24147 0.0 0.1 -0.1
H 0.27385 -3.36479 -1.13254 0.0 -0.1 0.0
H -1.35733 -3.06355 -0.49957 0.0 0.0 0.0
H -1.17941 -2.24234 -2.79126 0.0 0.1 0.0
H 0.24423 -1.26418 -2.37342 -0.1 -0.1 -0.1
H -5.23224 -1.56822 -1.65181 -0.1 0.0 -0.1
H -5.49697 -0.67752 -3.16178 0.0 0.0 0.0
H -5.11103 -2.41392 -3.21720 -0.1 0.0 0.0
H -2.78841 -1.96372 -4.53661 0.0 0.1 -0.1
H -2.00936 -0.46256 -3.97592 0.0 0.0 0.0
H -3.64891 -0.41890 -4.64245 0.0 0.0 0.0
H -1.65103 1.04157 -0.30397 0.2 0.0 0.0
H -0.01800 0.62333 -0.88936 0.0 0.0 0.0
H -0.33958 -0.02937 1.51333 0.0 0.0 0.1
H -1.72469 -1.01698 1.03645 0.0 0.0 0.0

No. 2
51
Properties=species:S:1:pos:R:3:forces:R:3 method="wB97M-V/def2-TZVPD" homo_ev=-10.25 orbital_gap_ev=10.58 lumo_ev=0.33 total_energy_ev=-40257.0925
C -3.22970 0.36948 -1.76499 0.2 -0.2 -1.1
C -2.62053 -1.04379 -1.38468 -1.1 -0.2 0.0
C -2.46544 -1.33524 0.17376 0.5 0.1 -0.3
C -2.53372 -0.06993 1.12629 0.4 -1.0 1.0
C -1.62900 -0.42622 2.41714 -0.4 1.6 -0.5
C -0.14359 0.06186 2.12489 1.0 -0.5 0.5
C 0.93234 -1.13167 2.06590 -0.1 0.3 -0.3
C 1.68126 -1.17984 0.66485 -0.5 -0.3 0.2
C 2.76176 -0.04224 0.45704 1.4 -1.6 -0.8
O 2.60753 1.19793 1.23356 -1.5 1.2 -1.8
S 2.00049 2.36565 0.18012 -0.4 4.1 -2.3
O 2.98648 3.38015 -0.31199 -1.4 -3.1 2.1
O 0.73134 3.02835 0.56303 2.6 -3.0 -0.3
O 1.82044 1.37117 -1.18332 1.2 0.5 2.1
C 2.99829 0.52481 -1.01779 0.6 -1.8 1.8
B 3.35362 -0.50970 -2.20406 -0.8 -0.8 -1.6
O 3.89141 -1.81077 -2.01560 -0.5 2.5 -0.7
O 3.13321 -0.05110 -3.55875 1.3 -0.3 2.0
C 4.06008 1.03072 -3.81624 0.5 1.6 -0.3
C 3.39298 2.47253 -3.85374 -0.1 0.4 -0.6
H -3.07307 0.49585 -2.88758 -0.3 -0.1 1.3
H -4.34732 0.42714 -1.60752 1.2 -0.1 0.1
H -2.72848 1.25365 -1.28431 -0.5 -1.0 -0.3
H -1.66249 -1.21251 -1.95518 -0.8 0.3 0.8
H -3.35458 -1.81985 -1.78459 1.0 0.9 0.3
H -3.22426 -2.10701 0.52596 0.9 1.1 -0.4
H -1.44890 -1.83290 0.31609 -1.2 0.6 -0.1
H -2.08718 0.87191 0.70493 -0.6 -1.0 0.2
H -3.60799 0.14404 1.42324 1.2 -0.2 -0.4
H -2.00971 0.20257 3.28711 0.4 -1.0 -0.9
H -1.71803 -1.51734 2.67522 0.2 1.2 -0.2
H 0.19316 0.79030 2.93234 -0.5 -0.9 -1.0
H -0.03019 0.63168 1.15105 -0.6 -0.7 1.1
H 1.68640 -1.03771 2.90871 -0.8 -0.1 -1.0
H 0.41313 -2.12533 2.20275 0.5 1.0 -0.1
H 0.91718 -1.22656 -0.18045 0.9 0.4 1.1
H 2.21582 -2.18459 0.62228 -0.3 1.4 -0.1
H 3.72441 -0.52191 0.81562 -0.9 1.0 -0.3
H 3.98571 1.08833 -0.88078 -1.4 0.0 -0.4
H 4.25218 -2.03483 -2.89889 -0.4 -0.2 0.6
H 4.54572 0.86182 -4.83014 -0.5 -0.1 1.4
H 4.88290 1.07600 -3.02567 -0.8 -0.3 -1.0
H 2.35422 2.51729 -3.42471 1.1 -0.3 -0.3
H 3.31861 2.81672 -4.93226 0.0 -0.4 1.2
H 4.00364 3.26107 -3.31736 -0.6 -1.1 -0.5
C -5.52264 -0.81303 4.04951 0.5 -0.5 -0.2
C -4.49973 -1.85073 3.73539 0.5 -0.5 -0.1
N -3.70179 -2.65773 3.49073 -1.3 1.1 0.4
H -6.42799 -1.28855 4.42710 0.1 0.0 0.0
H -5.13597 -0.12984 4.80600 0.0 -0.1 -0.1
H -5.76491 -0.24823 3.14898 0.1 -0.1 0.0

No. 3
56
Properties=species:S:1:pos:R:3:forces:R:3 method="wB97M-V/def2-TZVPD" homo_ev=-10.53 orbital_gap_ev=10.69 lumo_ev=0.16 total_energy_ev=-190287.5006
Cl -0.44855 -2.22028 2.07990 0.0 0.0 0.0
C -0.57553 -3.42831 0.77052 0.5 -0.2 -0.4
C 0.61858 -4.37281 0.78140 -0.5 -0.9 0.8
Cl 0.25485 -5.70180 1.96951 0.2 0.2 0.1
H -0.62844 -2.92827 -0.19511 0.0 0.3 0.1
H -1.50063 -3.96911 0.93485 0.0 -0.1 0.0
H 1.55513 -3.92315 1.09626 -0.1 0.2 -0.1
H 0.76273 -4.94535 -0.12979 -0.1 0.5 -0.3
Cl -5.14900 5.61197 -1.71296 -0.1 0.1 -0.1
C -4.14082 4.33466 -0.97331 0.0 0.4 -0.5
C -3.10808 3.79499 -1.92636 -0.1 -0.6 0.4
Cl -1.83168 4.97705 -2.27055 -0.1 -0.1 -0.2
H -4.83639 3.53916 -0.72024 0.2 0.0 0.4
H -3.62991 4.80439 -0.13754 -0.3 -0.3 0.3
H -3.56296 3.39619 -2.83106 0.1 0.4 -0.2
H -2.64054 2.95368 -1.40984 0.2 0.1 -0.1
Cl 1.84296 0.87815 -0.05950 0.0 0.4 -0.3
C 0.07967 0.67846 0.09413 -0.1 -0.9 0.6
C -0.46280 1.31218 1.38009 0.2 -0.5 -0.8
Cl -1.15737 2.89142 1.02426 -0.5 0.6 0.0
H -0.05970 -0.40217 0.13290 0.0 0.0 0.2
H -0.47357 0.97005 -0.79448 0.4 0.6 -0.1
H 0.29468 1.53254 2.12390 0.1 -0.5 0.0
H -1.21900 0.62504 1.75401 -0.2 0.3 0.3
Cl 0.96755 1.56804 -3.33927 0.0 0.3 -0.2
C 1.57045 0.47017 -4.60359 0.2 -0.5 0.1
C 0.92283 -0.90318 -4.43365 -0.7 0.9 -1.6
Cl 1.48309 -1.77396 -3.03835 0.1 -0.4 0.7
H 2.65310 0.45463 -4.50478 0.0 -0.2 0.1
H 1.34520 0.87129 -5.58925 -0.3 0.1 0.1
H 1.03850 -1.51476 -5.33101 0.6 0.0 0.1
H -0.15630 -0.73064 -4.42440 0.0 -0.1 0.6
Cl 4.10714 -3.08180 0.27202 -0.2 0.1 0.1
C 4.49722 -1.56039 1.11881 -0.2 0.6 0.0
C 3.51170 -1.11074 2.17357 0.5 0.0 0.4
Cl 3.54944 -2.24816 3.55883 -0.4 0.0 -0.1
H 4.54549 -0.76875 0.37109 0.1 -0.1 -0.1
H 5.47444 -1.69670 1.57059 0.0 0.0 0.0
H 2.50369 -0.90281 1.83061 -0.1 -0.6 -0.1
H 3.85555 -0.16105 2.58395 0.2 0.0 -0.1
Cl -3.72931 -2.32951 -5.22492 -0.1 -0.1 -0.7
C -4.03712 -2.15120 -3.50958 0.5 0.3 0.5
C -2.74696 -1.74903 -2.80372 -0.4 -0.1 1.0
Cl -2.46396 -0.00102 -2.92809 0.1 0.3 -0.1
H -4.45346 -3.06780 -3.09605 0.2 -0.2 -0.2
H -4.77439 -1.36545 -3.35987 0.0 0.0 -0.1
H -1.82091 -2.22770 -3.10967 -0.3 -0.3 -0.4
H -2.86976 -1.95659 -1.73807 0.0 0.1 0.0
Cl 2.50693 2.07932 3.78233 -0.1 0.1 -0.2
C 2.15758 1.59975 5.44725 0.4 -1.0 0.5
C 1.49279 2.64093 6.27709 -0.8 0.4 0.6
Cl 2.50940 4.08428 6.58595 -0.2 -0.3 -0.2
H 3.09278 1.26259 5.89580 0.1 0.4 0.0
H 1.54660 0.69407 5.44844 -0.2 0.2 -0.3
H 1.21770 2.22327 7.24810 0.5 -0.1 0.1
H 0.51936 2.94419 5.88888 0.3 0.3 -0.5

No. 4
65
Properties=species:S:1:pos:R:3:forces:R:3 method="wB97M-V/def2-TZVPD" homo_ev="-8.80 / -9.48" spin_multiplicity=6 orbital_gap_ev="9.27 / 9.95" s2=8.75 lumo_ev="0.47 / 0.47" total_energy_ev=-110707.2261
Mn 0.46049 -0.14882 0.04386 0.1 0.2 0.1
C 0.37347 -2.96291 2.59868 0.0 -0.2 -0.2
F 0.50014 -3.99784 3.43885 -0.1 0.3 -0.2
F 0.05875 -3.46836 1.37755 0.0 0.1 0.4
F -0.65569 -2.19959 3.01118 0.1 -0.3 -0.1
S 1.92273 -1.97649 2.53404 0.2 0.1 0.4
O 1.96248 -1.38888 3.84275 0.0 0.2 0.1
O 2.93829 -2.93333 2.21088 0.1 -0.2 -0.2
O 1.67032 -1.00456 1.46400 0.0 -0.4 0.1
C -1.10584 3.05171 -2.73420 -0.1 -0.1 0.4
F 0.11074 3.50360 -2.37826 0.1 0.0 -0.2
F -1.98765 3.64854 -1.92776 -0.2 0.2 0.1
F -1.34872 3.41990 -3.98347 0.0 0.2 -0.2
S -1.23285 1.23600 -2.52801 -0.3 -0.6 -0.4
O -0.60644 1.10171 -1.21277 -0.1 0.3 0.0
O -2.64471 0.95236 -2.53781 0.2 0.2 0.1
O -0.46566 0.67486 -3.61035 0.2 0.1 0.0
C 0.18252 -2.63606 -2.15962 -0.2 -0.8 0.3
O 0.53078 -1.70945 -1.44798 0.3 0.4 -0.1
N 0.77508 -3.83614 -2.15729 0.3 0.3 -0.3
C 0.33674 -4.89725 -3.03955 -0.5 0.0 0.0
C 1.91454 -4.11933 -1.31063 0.8 -0.1 0.2
H -0.70958 -2.61080 -2.80154 0.1 0.3 -0.1
H 1.18290 -5.34959 -3.55283 0.1 -0.1 0.1
H -0.33773 -4.51672 -3.80686 0.0 0.2 0.1
H -0.21964 -5.64897 -2.47305 0.2 -0.2 -0.1
H 2.74191 -4.53315 -1.89726 -0.3 -0.2 -0.1
H 2.34317 -3.23295 -0.84913 -0.5 0.2 0.1
H 1.65244 -4.83005 -0.52549 0.0 0.0 0.0
C 2.92518 1.96634 -0.72889 -0.4 0.0 0.6
O 2.16749 1.08687 -0.33682 0.1 0.1 0.0
N 3.32168 2.12607 -1.97533 0.6 0.2 -0.4
C 4.32362 3.12438 -2.30825 -0.5 0.2 -0.4
C 2.65505 1.47932 -3.07706 -0.2 0.1 -0.8
H 3.29317 2.74040 -0.03670 0.3 -0.3 0.0
H 5.01362 3.26854 -1.48459 0.0 0.1 0.0
H 3.83275 4.05807 -2.60166 0.2 0.1 0.2
H 4.86467 2.78324 -3.18884 0.2 -0.1 0.1
H 2.00915 2.20439 -3.58748 -0.1 -0.1 0.2
H 3.37886 1.17647 -3.83552 0.1 -0.3 0.2
H 2.04819 0.63903 -2.75572 0.1 0.0 0.1
C -0.19127 1.87774 2.76393 0.4 -0.3 0.3
O -0.01109 1.34464 1.67753 -0.4 0.2 0.0
N -0.63244 3.12931 2.91471 -0.1 -0.3 -0.2
C -0.62554 3.80669 4.18514 -0.3 0.6 0.0
C -0.93656 3.88737 1.71510 -0.2 0.2 0.0
H 0.02140 1.37079 3.71869 0.0 -0.1 -0.1
H -1.55588 4.37531 4.24904 0.1 0.0 0.3
H 0.20085 4.52015 4.24091 0.0 0.0 0.1
H -0.56913 3.13022 5.03248 0.1 -0.2 -0.1
H -0.00865 4.15384 1.20942 -0.1 0.0 -0.3
H -1.58580 3.30731 1.06284 0.3 -0.1 -0.2
H -1.49100 4.78707 1.97744 0.2 0.1 0.1
C -2.43023 -1.70638 0.54847 -0.2 0.2 0.2
O -1.39993 -1.05335 0.46400 -0.3 -0.2 0.1
N -3.43896 -1.36963 1.35060 0.1 0.1 -0.6
C -4.60015 -2.19681 1.48336 -0.9 -0.5 1.1
C -3.36676 -0.13425 2.11141 0.0 -0.7 0.5
H -2.62368 -2.61911 -0.03012 0.2 0.0 -0.1
H -4.85640 -2.80485 0.62017 0.4 0.1 -0.2
H -5.48184 -1.59457 1.71373 0.1 0.2 -0.3
H -4.51471 -2.84685 2.36573 0.1 -0.1 -0.2
H -2.91774 -0.33197 3.08957 0.3 0.1 -0.1
H -2.76933 0.56901 1.54073 -0.2 0.3 0.1
H -4.39156 0.15775 2.32407 0.0 0.5 -0.3

Which energy above the lowest of the compared OMol25 structures with the same formula, charge and spin belongs to each record? In order, 0.6174, 3.2709, 0.7219, 0.0000 eV.